{
  "formula": "C13H17ClN2O5S",
  "method": "the ωB97M-V functional and the def2-TZVPD basis",
  "homo_energy_ev": -9.94,
  "relative_energy_kj_mol": 0.0,
  "smiles": "CC(C)CNC(=O)COC(=O)c1ccc(Cl)c(S(N)(=O)=O)c1",
  "gap_ev": 9.58,
  "symbols": ["C", "C", "C", "C", "N", "C", "O", "C", "O", "C", "O", "C", "C", "C", "C", "Cl", "C", "S", "N", "O", "O", "C", "H", "H", "H", "H", "H", "H", "H", "H", "H", "H", "H", "H", "H", "H", "H", "H", "H"],
  "xyz": [[1.6288, 0.9545, 1.6072], [2.6919, 1.1787, 0.5310], [2.1384, 2.0206, -0.6160], [3.2513, -0.1537, 0.0058], [2.2516, -0.9350, -0.6805], [2.2991, -1.2140, -1.9940], [3.2394, -0.9757, -2.7168], [1.0309, -1.9053, -2.5203], [-0.1058, -1.4583, -1.7930], [-0.8379, -2.3579, -1.1193], [-0.6785, -3.5494, -1.1851], [-1.8259, -1.6853, -0.2354], [-2.7297, -2.4590, 0.4927], [-3.6051, -1.8680, 1.3827], [-3.5670, -0.4875, 1.5595], [-4.5858, 0.3086, 2.6692], [-2.6743, 0.2840, 0.8284], [-2.6468, 2.0527, 1.1456], [-1.4865, 2.5631, 0.0462], [-3.9017, 2.6245, 0.7696], [-2.1298, 2.2611, 2.4636], [-1.8112, -0.3012, -0.0684], [2.0107, 0.3099, 2.3959], [1.3395, 1.9003, 2.0587], [0.7297, 0.5016, 1.1927], [3.5335, 1.7128, 0.9843], [1.2648, 1.5453, -1.0567], [1.8500, 3.0063, -0.2584], [2.8886, 2.1429, -1.3933], [4.0498, 0.0301, -0.7163], [3.6558, -0.7379, 0.8393], [1.4174, -1.1553, -0.1603], [0.9024, -1.6467, -3.5738], [1.1307, -2.9931, -2.4253], [-2.7236, -3.5291, 0.3500], [-4.3063, -2.4584, 1.9494], [-0.6819, 2.9570, 0.5066], [-1.8723, 3.1954, -0.6359], [-1.1340, 0.3215, -0.6295]],
  "forces_ev_per_a": [[0.3, 0.1, -0.1], [-0.1, -0.2, -0.1], [0.2, -0.1, 0.2], [0.3, 0.3, 0.1], [-0.2, 0.0, 0.6], [-0.7, -0.2, -0.1], [0.2, 0.0, -0.3], [0.5, -0.3, -0.3], [-0.1, 0.3, 0.0], [-0.1, -0.4, 0.1], [-0.1, 0.1, 0.0], [-0.2, 0.2, 0.2], [0.2, 0.1, -0.2], [0.0, 0.3, 0.1], [0.2, -0.2, -0.2], [-0.6, -0.3, 0.5], [-0.1, 0.6, 0.2], [0.7, 0.3, -0.5], [-0.6, -0.3, 0.5], [0.0, -0.1, -0.3], [0.2, -0.1, -0.1], [0.1, -0.3, -0.2], [0.0, -0.1, 0.1], [-0.1, 0.1, 0.1], [-0.1, -0.1, 0.0], [0.0, -0.1, 0.0], [-0.1, 0.0, -0.1], [-0.1, 0.2, 0.0], [0.0, 0.1, -0.1], [0.0, -0.1, 0.1], [0.1, 0.1, -0.1], [0.0, 0.0, -0.2], [0.0, 0.0, 0.2], [0.0, 0.2, 0.0], [0.0, -0.1, 0.0], [-0.1, 0.0, 0.1], [0.2, 0.0, 0.2], [-0.2, 0.1, -0.1], [0.1, 0.0, 0.0]]
}

=====

{
  "formula": "BrCrHf",
  "method": "the ωB97M-V functional and the def2-TZVPD basis",
  "homo_energy_ev": [-41.28, -40.12],
  "multiplicity": 4,
  "s_squared": 4.10,
  "charge": 6,
  "gap_ev": [5.62, 4.74],
  "symbols": ["Cr", "Hf", "Br"],
  "xyz": [[0.2320, 1.7061, -2.0652], [-0.0931, -0.9675, 2.4608], [-0.1390, -0.7386, -0.3955]],
  "forces_ev_per_a": [[0.2, 1.7, -2.2], [-0.1, -0.9, 0.7], [-0.1, -0.8, 1.5]]
}

=====

{
  "formula": "C2H2N4OS",
  "method": "the ωB97M-V functional and the def2-TZVPD basis",
  "homo_energy_ev": -9.27,
  "relative_energy_kj_mol": 162.2,
  "smiles": "O=c1[nH]nnn1C=S",
  "gap_ev": 8.43,
  "symbols": ["O", "C", "N", "N", "N", "N", "C", "S", "H", "H"],
  "xyz": [[1.5043, -0.3859, -1.0361], [1.0740, 0.1367, -0.0211], [1.7175, 0.7159, 1.0337], [0.8194, 1.2421, 1.9956], [-0.3750, 1.1356, 1.4434], [-0.3382, 0.5093, 0.1572], [-1.4644, -0.2173, -0.3547], [-1.4267, -1.3893, -1.4706], [2.7313, 0.2685, 1.5626], [-2.3622, 0.3114, 0.1019]],
  "forces_ev_per_a": [[-0.1, 0.4, 2.0], [-1.1, -0.4, -3.2], [3.5, -1.3, 4.0], [-3.2, -1.4, -4.2], [1.7, 0.1, 0.9], [2.8, -0.5, 2.3], [-0.1, 1.6, 0.6], [-0.2, 0.8, 0.9], [-4.2, 1.8, -2.6], [0.8, -1.1, -0.6]]
}

=====

{
  "formula": "C10H28MgN5O5",
  "method": "the ωB97M-V functional and the def2-TZVPD basis",
  "homo_energy_ev": -9.72,
  "charge": 1,
  "gap_ev": 7.34,
  "symbols": ["Mg", "C", "C", "O", "H", "H", "H", "H", "H", "C", "O", "N", "N", "H", "H", "H", "H", "C", "O", "N", "N", "H", "H", "H", "H", "C", "O", "C", "C", "N", "C", "C", "O", "C", "H", "H", "H", "H", "H", "H", "H", "H", "H", "H", "H", "H", "H", "H", "H"],
  "xyz": [[-0.2939, 0.0792, -0.3250], [0.6258, 3.2862, -2.3112], [-0.7198, 2.6814, -1.9677], [-0.8525, 1.2933, -1.7598], [0.8976, 3.0851, -3.3474], [1.5009, 3.0211, -1.7178], [0.5343, 4.3707, -2.2505], [-1.4867, 2.9564, -2.6918], [-1.0903, 3.1399, -1.0509], [-2.2530, 1.3172, 1.4839], [-1.7319, 0.4278, 0.8573], [-3.4563, 1.7004, 1.1785], [-1.8309, 1.7975, 2.5806], [-3.8104, 1.3148, 0.3149], [-4.0525, 2.2241, 1.8034], [-0.9975, 1.3982, 2.9881], [-2.3346, 2.5921, 2.9481], [0.2861, -2.3089, 2.0912], [-0.0269, -1.5027, 1.2233], [0.2023, -2.1231, 3.3676], [0.8270, -3.3997, 1.7987], [-0.0674, -1.1595, 3.5051], [0.6152, -2.7690, 4.0252], [0.8645, -4.0775, 2.5466], [0.8230, -3.7216, 0.8414], [1.5073, 2.0555, 1.5161], [1.2727, 0.9469, 0.5116], [2.5968, 0.6924, -0.0286], [2.5212, -0.6615, -0.7051], [1.2870, -0.6411, -1.4117], [0.9789, -1.9610, -1.9373], [-0.4939, -1.9782, -2.3683], [-1.2560, -1.4294, -1.2273], [-2.3141, -2.3614, -0.8168], [2.1529, 2.8971, 1.2651], [1.8268, 1.5760, 2.4413], [0.5159, 2.4381, 1.7584], [3.4216, 0.6657, 0.6834], [2.8784, 1.5032, -0.7005], [2.4969, -1.2724, 0.1973], [3.4334, -0.8481, -1.2719], [1.6325, -0.0717, -2.1710], [1.0139, -2.7372, -1.1729], [1.5837, -2.1391, -2.8265], [-0.7810, -3.0034, -2.6018], [-0.6377, -1.3498, -3.2473], [-3.0874, -2.5582, -1.5593], [-2.8483, -2.0655, 0.0861], [-1.8735, -3.3205, -0.5448]],
  "forces_ev_per_a": [[-1.0, 0.6, -0.8], [0.1, 0.3, -0.8], [-1.1, -1.5, 1.1], [1.1, 0.2, -0.1], [0.0, -0.2, -0.1], [-0.2, -0.3, 0.4], [0.0, 0.2, 0.0], [0.2, 0.4, -0.6], [0.1, 0.7, 0.5], [-2.1, -1.5, -1.3], [1.3, -1.3, -0.8], [-3.1, 1.0, -1.7], [2.5, 2.0, 4.2], [-0.3, 0.3, 0.2], [0.1, -0.1, -0.4], [-0.3, 0.5, 0.2], [0.7, -0.2, 0.5], [-0.8, 3.0, -1.8], [-0.4, 1.1, -0.3], [-1.2, 2.2, 2.9], [2.6, -6.6, -1.9], [0.1, -0.3, 1.3], [-0.2, 0.8, 0.2], [0.3, -0.4, -0.7], [0.0, -0.1, 0.3], [-2.0, -1.4, 0.3], [3.4, 2.9, 2.1], [0.3, 0.1, -0.9], [1.0, 0.9, 2.8], [1.5, -1.3, -1.0], [-1.7, -0.1, -1.0], [0.2, 0.7, 0.6], [-1.4, -2.5, -1.3], [0.5, 0.0, 0.4], [0.1, -0.5, -0.7], [0.5, 0.0, -0.1], [0.1, 0.2, -0.4], [-0.4, 0.0, 0.7], [-0.3, 0.1, -0.3], [-0.2, -1.0, -0.5], [-0.1, -0.2, -0.2], [-1.4, 0.5, -0.8], [0.8, 0.2, 0.1], [0.2, -0.7, 0.2], [-0.3, 0.1, 0.1], [-0.3, 0.2, 0.2], [0.3, 0.4, -0.5], [0.4, 0.8, -0.1], [0.3, -0.1, -0.2]]
}

=====

{
  "formula": "C26H29Br2NO4",
  "method": "the ωB97M-V functional and the def2-TZVPD basis",
  "homo_energy_ev": -7.85,
  "relative_energy_kj_mol": 205.1,
  "smiles": "COc1ccc(C=C2C=C(Br)C(=O)C(Br)=C2)cc1.COC(=O)[C@@H]1CCCN1C1=CCCCC1",
  "gap_ev": 6.86,
  "symbols": ["C", "O", "C", "C", "C", "C", "C", "C", "C", "C", "Br", "C", "O", "C", "Br", "C", "C", "C", "H", "H", "H", "H", "H", "H", "H", "H", "H", "H", "C", "O", "C", "O", "C", "C", "C", "C", "N", "C", "C", "C", "C", "C", "C", "H", "H", "H", "H", "H", "H", "H", "H", "H", "H", "H", "H", "H", "H", "H", "H", "H", "H", "H"],
  "xyz": [[-1.4986, -1.1553, -4.8288], [-1.4180, -1.7377, -3.5056], [-1.5208, -0.9440, -2.4083], [-1.8759, 0.4271, -2.4600], [-1.7681, 1.1888, -1.3184], [-1.2528, 0.6794, -0.0900], [-0.9534, 1.6249, 0.9697], [-0.3306, 2.8632, 0.6127], [-0.4932, 4.0235, 1.4598], [-0.1312, 5.2783, 1.0611], [-0.4263, 6.8002, 2.1418], [0.4944, 5.5117, -0.2734], [0.7387, 6.6427, -0.7051], [0.7860, 4.2725, -1.0541], [1.6454, 4.4769, -2.7268], [0.4126, 3.0372, -0.5973], [-0.9701, -0.7102, -0.0602], [-1.1471, -1.5077, -1.1594], [-1.3884, -2.0180, -5.4868], [-2.4693, -0.6701, -4.9955], [-0.6825, -0.4403, -5.0010], [-2.1875, 0.8951, -3.4031], [-2.0605, 2.2419, -1.3713], [-1.4387, 1.9086, 1.9054], [-0.9683, 3.9084, 2.4399], [0.6496, 2.1654, -1.2002], [-0.5805, -1.1463, 0.8584], [-0.9442, -2.5758, -1.1123], [2.4715, 1.0734, 3.5971], [1.6255, 0.0679, 4.1931], [1.0944, -0.7742, 3.2967], [1.3183, -0.6875, 2.0951], [0.2476, -1.8569, 3.9227], [0.9973, -3.2081, 3.9371], [0.0027, -4.2576, 3.4475], [-1.3223, -3.5218, 3.2549], [-0.9613, -2.1067, 3.1517], [-2.0103, -1.1733, 3.1342], [-1.9093, 0.0434, 2.4537], [-3.1532, 0.8865, 2.2944], [-4.4796, 0.3480, 2.8628], [-4.2720, -0.4895, 4.1180], [-3.2693, -1.6173, 3.8469], [2.9729, 1.5515, 4.4372], [3.1940, 0.6164, 2.9129], [1.8531, 1.7957, 3.0497], [0.0062, -1.5388, 4.9560], [1.8838, -3.1605, 3.2921], [1.3325, -3.3865, 4.9621], [0.3363, -4.6876, 2.5000], [-0.1032, -5.0706, 4.1692], [-1.8824, -3.8666, 2.3744], [-1.9478, -3.7177, 4.1451], [-0.8504, 0.3671, 2.4618], [-3.0110, 1.8684, 2.7821], [-3.3519, 1.1032, 1.2348], [-5.1430, 1.1973, 3.0718], [-4.9815, -0.2654, 2.1034], [-3.8950, 0.1398, 4.9364], [-5.2233, -0.9258, 4.4441], [-3.7767, -2.3801, 3.2334], [-3.0036, -2.1074, 4.7973]],
  "forces_ev_per_a": [[-0.1, -0.3, 0.7], [-0.2, 0.2, -0.2], [0.4, 0.8, 0.3], [0.1, -1.1, -0.6], [0.4, 0.4, 1.0], [-0.2, -1.1, -1.4], [1.2, 6.4, -1.6], [-0.4, -2.2, 0.4], [0.1, 1.2, 0.3], [0.0, -1.3, -0.1], [0.0, -0.3, -0.2], [0.2, 1.3, -0.7], [-0.3, -1.6, 0.7], [-0.5, -0.9, 0.9], [-0.1, 0.0, 0.3], [0.7, 1.2, -1.3], [-0.2, 0.7, 0.7], [-0.3, -0.1, -1.3], [0.0, 0.3, 0.0], [0.2, -0.1, 0.0], [-0.2, -0.1, 0.1], [0.1, -0.3, 0.5], [0.2, -0.3, 0.1], [0.2, -0.8, -0.9], [0.1, 0.0, -0.3], [0.0, 0.1, 0.1], [0.0, 0.0, -0.4], [0.1, 0.2, -0.1], [0.0, 0.1, 0.1], [-0.1, -0.2, -0.4], [0.6, 0.2, -1.5], [-0.3, -0.1, 1.5], [-0.4, 0.1, 0.3], [0.5, 0.4, 0.3], [0.0, -0.2, -0.4], [-0.1, -0.1, 0.6], [0.6, -0.4, -0.1], [-0.7, 2.0, -1.1], [-0.7, -4.1, 4.3], [-0.4, 0.9, 0.5], [0.2, -0.5, 0.0], [0.3, 0.0, 0.0], [-0.6, -0.1, -0.5], [0.0, 0.0, -0.1], [-0.2, 0.1, 0.2], [0.2, -0.2, 0.1], [0.1, -0.1, -0.3], [-0.2, 0.0, 0.2], [0.1, -0.1, -0.2], [0.0, 0.0, 0.1], [0.0, 0.0, -0.2], [0.2, 0.2, 0.2], [0.1, 0.0, -0.3], [-1.1, -0.4, -0.7], [0.0, -0.2, -0.2], [0.3, 0.0, 0.2], [0.1, -0.2, -0.1], [0.1, 0.0, 0.1], [-0.1, -0.1, -0.1], [0.1, 0.1, 0.0], [0.1, 0.0, 0.2], [0.0, 0.2, -0.3]]
}